C50H40Cl2NO5P2PtSSi | wB97M-V/def2-TZVPD

Output
total charge = +1
spin multiplicity = 1
HOMO-LUMO gap = 5.73 eV

XYZ file:
```
103
C50H40Cl2NO5P2PtSSi | the Open Molecules 2025 dataset | wB97M-V/def2-TZVPD
Pt -0.06 -0.83 -0.39
C -0.21 0.83 4.19
Si 0.27 0.54 2.42
C -0.63 -0.78 1.56
C -1.83 -1.16 2.00
C -2.89 -1.65 1.14
C -3.00 -1.19 -0.11
C -2.17 -0.19 -0.81
C -1.37 0.93 -0.54
P -0.88 1.93 0.97
C -2.34 2.51 1.85
C -3.61 2.07 1.52
C -4.70 2.47 2.29
C -4.51 3.32 3.37
C -3.24 3.75 3.71
C -2.15 3.35 2.96
C 0.18 3.25 0.37
C 1.33 2.87 -0.32
C 2.22 3.83 -0.77
C 1.98 5.17 -0.50
C 0.85 5.55 0.21
C -0.05 4.60 0.64
C 2.08 0.69 2.11
C 2.75 1.76 2.72
C 4.12 1.93 2.58
C 4.84 1.00 1.87
C 4.20 -0.08 1.26
C 2.83 -0.23 1.35
P 1.97 -1.62 0.52
C 3.23 -2.46 -0.48
C 4.08 -1.75 -1.32
C 5.05 -2.39 -2.07
C 5.15 -3.78 -2.00
C 4.30 -4.50 -1.18
C 3.34 -3.85 -0.41
C 1.55 -2.78 1.85
C 2.22 -2.75 3.07
C 1.88 -3.67 4.06
C 0.88 -4.61 3.83
C 0.23 -4.64 2.61
C 0.55 -3.72 1.62
H 0.49 1.48 4.70
H -0.19 -0.14 4.69
H -1.22 1.24 4.30
H -2.06 -1.07 3.06
H -3.62 -2.36 1.51
H -3.77 -1.59 -0.76
H -2.37 -0.23 -1.87
H -3.77 1.42 0.67
H -5.69 2.13 2.03
H -5.36 3.63 3.96
H -3.09 4.41 4.56
H -1.15 3.68 3.23
H 1.53 1.82 -0.52
H 3.10 3.53 -1.33
H 2.68 5.92 -0.85
H 0.67 6.60 0.41
H -0.95 4.91 1.17
H 2.18 2.47 3.31
H 4.61 2.77 3.05
H 5.92 1.10 1.77
H 4.80 -0.80 0.73
H 4.00 -0.67 -1.40
H 5.68 -1.81 -2.73
H 5.90 -4.29 -2.59
H 4.38 -5.58 -1.12
H 2.70 -4.43 0.24
H 3.00 -2.03 3.26
H 2.39 -3.64 5.01
H 0.63 -5.32 4.60
H -0.55 -5.37 2.43
H 0.02 -3.73 0.68
Cl -4.08 3.94 -6.20
C -3.26 3.22 -4.86
C -3.37 3.77 -3.60
C -2.68 3.20 -2.54
Cl -2.83 3.97 -1.01
C -1.90 2.06 -2.69
O -1.02 1.69 -1.67
C -1.85 1.48 -3.97
C -1.27 0.16 -4.32
O -1.18 -0.76 -3.55
C -2.50 2.08 -5.04
H -3.97 4.66 -3.44
H -0.99 0.03 -5.38
H -2.42 1.64 -6.03
N 0.41 -2.55 -2.22
C 1.42 -1.90 -3.02
C 2.21 -2.56 -3.95
C 3.19 -1.85 -4.64
C 3.36 -0.48 -4.42
C 2.52 0.19 -3.54
C 1.58 -0.54 -2.84
S 4.77 0.39 -5.09
O 4.86 -0.04 -6.46
O 4.44 1.79 -4.87
O 5.84 -0.11 -4.22
H -0.47 -2.46 -2.70
H 0.61 -3.54 -2.09
H 2.08 -3.62 -4.12
H 3.84 -2.34 -5.34
H 2.66 1.25 -3.39
H 0.98 -0.03 -2.08
```

=====

C50H41F3N4OP2SbSeZn | wB97M-V/def2-TZVPD

Output
total charge = -1
spin multiplicity = 1
HOMO-LUMO gap = 7.88 eV

XYZ file:
```
104
C50H41F3N4OP2SbSeZn | the Open Molecules 2025 dataset | wB97M-V/def2-TZVPD
Zn 0.26 0.36 -0.48
C 2.40 -2.99 2.01
C 1.02 -3.21 1.35
P -0.38 -3.32 2.57
C -1.84 -3.11 1.48
C -2.99 -2.62 2.11
C -4.15 -2.39 1.38
C -4.16 -2.62 0.01
C -3.02 -3.09 -0.62
C -1.87 -3.35 0.11
C -0.41 -5.15 2.85
C -0.31 -5.62 4.15
C -0.31 -6.98 4.42
C -0.42 -7.89 3.39
C -0.53 -7.44 2.08
C -0.53 -6.08 1.81
C 2.45 -1.98 3.17
P 1.72 -0.33 2.76
C 1.66 0.44 4.44
C 2.13 -0.18 5.60
C 2.07 0.48 6.83
C 1.55 1.76 6.92
C 1.06 2.38 5.77
C 1.12 1.72 4.55
C 3.18 0.65 2.19
C 2.91 1.92 1.68
C 3.93 2.79 1.34
C 5.26 2.40 1.49
C 5.54 1.13 1.96
C 4.51 0.26 2.31
H 3.11 -2.68 1.23
H 2.75 -3.96 2.39
H 1.06 -4.11 0.74
H 0.79 -2.38 0.69
H -2.97 -2.40 3.17
H -5.04 -2.01 1.88
H -5.06 -2.42 -0.57
H -3.02 -3.27 -1.69
H -1.00 -3.74 -0.40
H -0.22 -4.91 4.97
H -0.22 -7.33 5.45
H -0.42 -8.96 3.59
H -0.62 -8.14 1.26
H -0.63 -5.74 0.78
H 3.47 -1.87 3.53
H 1.84 -2.38 3.98
H 2.55 -1.17 5.56
H 2.45 -0.02 7.71
H 1.50 2.26 7.87
H 0.65 3.37 5.83
H 0.73 2.21 3.67
H 1.88 2.23 1.53
H 3.69 3.77 0.94
H 6.06 3.08 1.23
H 6.57 0.81 2.06
H 4.77 -0.73 2.67
C -1.65 1.18 1.97
C -1.14 1.42 0.58
O -1.62 2.37 -0.03
H -2.49 0.48 1.87
H -2.03 2.10 2.42
H -0.91 0.69 2.61
F 2.49 6.58 -3.45
C 1.67 5.51 -3.35
C 0.60 5.57 -2.49
C -0.24 4.47 -2.39
C -0.02 3.34 -3.17
C 1.08 3.31 -4.03
C 1.94 4.40 -4.12
Sb -1.23 1.60 -2.85
C -1.32 0.90 -4.89
C -2.48 0.99 -5.67
C -2.56 0.37 -6.91
C -1.47 -0.34 -7.36
F -1.54 -0.95 -8.57
C -0.31 -0.46 -6.63
C -0.25 0.16 -5.38
C -3.12 2.62 -2.89
C -4.17 2.09 -2.14
C -5.41 2.72 -2.09
C -5.58 3.89 -2.80
F -6.77 4.51 -2.76
C -4.57 4.44 -3.56
C -3.33 3.80 -3.60
H 0.44 6.47 -1.90
H -1.06 4.49 -1.69
H 1.29 2.43 -4.62
H 2.81 4.38 -4.77
H -3.33 1.56 -5.31
H -3.46 0.42 -7.51
H 0.52 -1.05 -7.01
H 0.65 0.03 -4.79
H -4.01 1.18 -1.57
H -6.23 2.32 -1.51
H -4.75 5.37 -4.10
H -2.53 4.23 -4.20
Se 0.50 -3.61 -3.31
C 0.38 -2.21 -2.26
N 0.24 -1.30 -1.54
N 1.86 1.19 -1.21
C 2.88 1.61 -1.61
N 4.00 2.08 -1.95
C 4.55 2.43 -3.09
N 5.11 2.76 -4.05
```

=====

C50H43AsIN5O2PTl | wB97M-V/def2-TZVPD

Output
total charge = +2
spin multiplicity = 1
HOMO-LUMO gap (spin up / spin down) = 6.25 / 5.02 eV

XYZ file:
```
104
C50H43AsIN5O2PTl | the Open Molecules 2025 dataset | wB97M-V/def2-TZVPD
Tl 1.64 1.75 -1.33
C 6.00 0.67 0.51
C 5.99 2.14 0.36
N 7.13 2.79 0.28
C 7.08 4.11 0.16
C 5.91 4.90 0.11
C 6.08 6.39 -0.01
O 5.36 7.12 0.96
C 4.69 4.25 0.14
C 3.45 5.02 0.05
N 2.32 4.48 -0.18
C 1.19 5.32 -0.22
C 1.18 6.56 -0.85
C 0.03 7.33 -0.86
C -1.13 6.87 -0.25
C -1.14 5.63 0.37
C 0.01 4.86 0.37
I 0.00 3.01 1.34
C 4.69 2.81 0.27
O 3.66 2.12 0.32
H 7.01 0.33 0.71
H 5.62 0.19 -0.39
H 5.33 0.37 1.32
H 8.04 4.61 0.11
H 5.71 6.73 -0.99
H 7.15 6.64 0.02
H 5.85 7.10 1.79
H 3.55 6.09 0.23
H 2.07 6.92 -1.34
H 0.03 8.29 -1.36
H -2.02 7.48 -0.26
H -2.04 5.28 0.86
C -2.66 -0.38 -0.58
C -2.99 -0.06 -2.04
As -4.91 -0.18 -2.29
C -5.80 0.86 -0.98
C -5.71 2.25 -1.07
C -6.28 3.03 -0.09
C -6.94 2.44 0.98
C -7.03 1.06 1.07
C -6.47 0.26 0.09
C -5.46 -1.98 -2.26
C -6.82 -2.28 -2.17
C -7.22 -3.61 -2.17
C -6.28 -4.62 -2.28
C -4.93 -4.32 -2.40
C -4.51 -3.00 -2.41
P -0.82 -0.62 -0.37
C -0.65 -2.14 -1.36
C -1.16 -3.39 -0.99
C -1.08 -4.46 -1.86
C -0.53 -4.31 -3.13
C -0.05 -3.07 -3.52
C -0.10 -2.00 -2.64
C -0.81 -1.19 1.37
C -1.44 -0.38 2.32
C -1.37 -0.69 3.67
C -0.67 -1.81 4.09
C -0.03 -2.61 3.15
C -0.10 -2.30 1.81
H -3.17 -1.29 -0.23
H -2.98 0.45 0.06
H -2.54 -0.75 -2.75
H -2.69 0.95 -2.31
H -5.21 2.71 -1.91
H -6.22 4.11 -0.16
H -7.39 3.06 1.74
H -7.55 0.60 1.90
H -6.54 -0.82 0.17
H -7.56 -1.49 -2.09
H -8.27 -3.85 -2.09
H -6.60 -5.65 -2.28
H -4.20 -5.11 -2.50
H -3.45 -2.78 -2.51
H -1.62 -3.52 -0.02
H -1.46 -5.43 -1.55
H -0.48 -5.15 -3.80
H 0.38 -2.94 -4.50
H 0.30 -1.04 -2.94
H -1.97 0.51 2.02
H -1.86 -0.06 4.39
H -0.62 -2.06 5.14
H 0.52 -3.49 3.47
H 0.41 -2.94 1.10
N 2.98 -7.35 4.95
C 3.05 -6.53 4.15
C 3.11 -5.51 3.15
C 2.98 -5.84 1.80
C 3.02 -4.84 0.84
C 3.19 -3.52 1.23
C 3.34 -3.18 2.57
C 3.29 -4.18 3.53
N 3.19 -2.49 0.25
C 3.64 -2.58 -1.05
C 3.37 -1.38 -1.62
N 2.75 -0.56 -0.71
C 2.67 -1.25 0.40
H 2.84 -6.87 1.51
H 2.88 -5.09 -0.20
H 3.51 -2.16 2.87
H 3.41 -3.93 4.58
H 4.13 -3.46 -1.43
H 3.58 -1.06 -2.63
H 2.24 -0.91 1.32
```

=====

C50H43IIrP2 | wB97M-V/def2-TZVPD

Output
total charge = +1
spin multiplicity = 1
HOMO-LUMO gap = 5.74 eV

XYZ file:
```
97
C50H43IIrP2 | the Open Molecules 2025 dataset | wB97M-V/def2-TZVPD
Ir -0.46 -0.75 0.17
I -1.16 -1.03 2.66
C -0.07 -2.83 0.24
C -1.02 -3.81 0.09
C -0.73 -5.19 0.15
C 0.53 -5.63 0.37
C 1.57 -4.69 0.59
C 2.89 -5.10 0.86
C 3.89 -4.19 1.10
C 3.59 -2.82 1.09
C 2.31 -2.40 0.83
P 1.84 -0.66 0.79
C 3.20 0.07 -0.19
C 3.44 -0.56 -1.42
C 4.45 -0.12 -2.26
C 5.25 0.95 -1.88
C 5.04 1.56 -0.65
C 4.03 1.12 0.20
C 2.13 -0.02 2.48
C 2.07 1.35 2.71
C 2.26 1.86 3.99
C 2.50 1.00 5.05
C 2.55 -0.37 4.82
C 2.37 -0.88 3.55
C 1.26 -3.30 0.54
H -2.05 -3.54 -0.10
H -1.54 -5.90 0.00
H 0.77 -6.69 0.41
H 3.10 -6.16 0.88
H 4.89 -4.53 1.31
H 4.37 -2.10 1.28
H 2.86 -1.43 -1.67
H 4.63 -0.63 -3.20
H 6.04 1.30 -2.52
H 5.68 2.37 -0.33
H 3.90 1.59 1.16
H 1.87 2.04 1.89
H 2.22 2.93 4.15
H 2.65 1.39 6.04
H 2.73 -1.05 5.65
H 2.40 -1.95 3.39
C 0.10 3.80 -3.70
C 0.98 2.92 -3.10
C 0.59 2.22 -1.96
C -0.67 2.42 -1.41
C -1.55 3.32 -2.02
C -1.17 4.00 -3.16
P -1.01 1.54 0.14
C -2.83 1.50 0.40
C -3.63 2.59 0.66
C -4.98 2.40 0.96
C -5.54 1.13 1.06
C -4.74 0.03 0.85
C -3.35 0.16 0.54
C -0.58 2.84 1.37
C -1.10 2.77 2.66
C -0.79 3.75 3.59
C 0.05 4.80 3.24
C 0.56 4.88 1.96
C 0.24 3.91 1.02
H 0.39 4.34 -4.59
H 1.97 2.76 -3.52
H 1.28 1.52 -1.51
H -2.54 3.48 -1.62
H -1.86 4.69 -3.63
H -3.21 3.59 0.65
H -5.60 3.27 1.14
H -6.58 1.02 1.32
H -5.14 -0.97 0.98
H -2.90 -0.06 1.66
H -1.73 1.95 2.95
H -1.19 3.68 4.59
H 0.29 5.57 3.97
H 1.21 5.70 1.68
H 0.65 3.98 0.02
C -3.35 0.15 -2.33
C -2.98 -1.16 -1.63
C -4.19 -2.09 -1.75
C -2.58 -0.98 -0.14
C -1.74 -1.74 -2.30
C -1.67 -3.03 -2.81
C -0.49 -3.51 -3.36
C 0.63 -2.70 -3.47
C 0.56 -1.40 -3.00
C -0.59 -0.93 -2.38
H -4.25 0.59 -1.89
H -3.57 -0.05 -3.38
H -2.56 0.89 -2.31
H -5.07 -1.61 -1.31
H -4.03 -3.04 -1.23
H -4.43 -2.30 -2.79
H -2.88 -1.88 0.39
H -2.52 -3.69 -2.75
H -0.45 -4.53 -3.72
H 1.53 -3.06 -3.94
H 1.39 -0.73 -3.16
H -0.67 0.13 -2.18
```

=====

Q: What is the formula in the first record?
A: C50H40Cl2NO5P2PtSSi